Record 1
The following is a quantum chemistry calculation of a molecular structure, C31H55BrNP3V in a non-equilibrium geometry, from the OMol25 dataset.

XYZ file:
```
92
Properties=species:S:1:pos:R:3:forces:R:3
N 3.449 5.007 2.504 0.1 -0.1 0.1
C 3.168 4.007 3.342 0.1 -0.3 -0.6
C 3.303 2.649 3.000 0.1 0.4 -0.5
C 3.766 2.329 1.710 -0.4 0.7 -0.6
C 3.915 3.388 0.805 -0.1 0.8 0.5
C 3.805 4.701 1.259 -0.2 -0.8 0.0
C 3.835 0.965 1.156 -0.4 0.7 1.9
V 1.011 -1.591 -1.102 -2.5 2.8 -0.4
P -1.361 -2.151 -1.368 1.1 1.7 0.9
C 3.710 0.777 -0.151 -2.5 -1.8 -0.7
C 3.116 -0.480 -0.694 -0.3 -0.3 1.6
C 2.955 -0.636 -2.130 2.3 0.0 0.7
C 3.049 -1.957 -2.613 -0.8 1.0 -0.4
C 2.528 -2.913 -1.750 0.5 -3.9 -1.0
C 2.480 -2.875 -0.355 1.8 0.8 1.2
C 2.628 -1.580 0.235 2.1 0.8 -1.6
Br 1.824 -4.574 -2.610 1.8 0.8 0.3
H 3.838 0.201 1.927 0.1 -0.4 -0.4
H 3.579 1.678 -0.715 0.3 -0.2 -0.8
H 2.913 1.892 3.667 0.4 -0.1 0.2
H 3.992 3.252 -0.269 0.6 0.1 0.3
H 2.792 4.323 4.305 0.0 -0.2 0.1
H 3.971 5.504 0.559 0.0 0.3 0.1
H 3.237 0.223 -2.782 -0.2 -0.8 0.7
H 2.466 -1.433 1.304 0.5 0.0 -0.4
H 3.453 -2.230 -3.621 -1.1 0.4 0.7
H 2.570 -3.772 0.264 -1.0 0.1 -0.3
P -0.470 1.593 -1.172 -0.1 1.0 -0.6
C -0.839 -3.408 -0.127 -0.4 -0.8 -0.5
C -0.902 -4.858 -0.614 0.4 -0.4 0.3
H -1.443 -3.261 0.786 0.1 0.3 -0.5
H 0.198 -3.184 0.226 -0.4 -0.1 -0.1
H -0.601 -5.522 0.219 -0.3 0.1 -0.5
H -1.912 -5.148 -0.965 0.6 0.2 0.2
H -0.147 -4.977 -1.413 -1.0 -0.2 0.5
C -0.636 -2.273 -3.052 -0.3 -0.8 -0.5
C -1.392 -3.235 -3.976 0.5 -0.2 -0.6
H 0.437 -2.591 -3.043 -0.8 0.2 0.1
H -0.633 -1.257 -3.483 -0.2 -0.3 0.3
H -0.772 -3.399 -4.869 -0.4 0.0 0.0
H -1.542 -4.217 -3.501 -0.1 0.4 -0.2
H -2.346 -2.782 -4.287 0.3 -0.4 0.2
C -3.113 -1.874 -1.385 -1.8 0.1 -0.3
C -4.009 -3.147 -1.448 0.0 0.2 -0.1
H -3.357 -1.217 -2.247 0.4 -0.3 0.3
H -3.368 -1.256 -0.505 0.2 -0.4 -0.3
H -5.075 -2.850 -1.543 0.7 -0.2 0.1
H -3.751 -3.753 -2.343 -0.2 0.2 0.7
H -3.902 -3.737 -0.513 -0.1 0.2 -0.7
C -2.049 2.494 -0.763 -0.2 -0.3 0.1
C -3.313 1.711 -1.047 -0.6 0.0 0.1
H -2.058 3.432 -1.340 0.1 -0.3 0.1
H -2.008 2.777 0.301 -0.1 0.0 -0.6
H -4.183 2.377 -0.995 0.1 -0.2 -0.1
H -3.305 1.237 -2.034 0.0 0.1 0.1
H -3.479 0.939 -0.293 0.0 0.0 -0.2
C -0.659 1.456 -3.033 -0.4 0.3 0.3
C 0.674 1.406 -3.759 0.2 -0.1 -0.2
H -1.238 2.324 -3.375 0.1 -0.1 0.0
H -1.266 0.566 -3.262 0.1 0.3 0.1
H 0.543 1.345 -4.845 0.0 0.1 0.2
H 1.279 2.290 -3.543 -0.1 -0.1 -0.1
H 1.277 0.541 -3.467 -0.2 0.0 0.0
C 0.531 3.178 -1.113 0.5 -0.4 -0.5
C 0.277 4.230 -0.042 0.1 0.1 0.3
H 0.396 3.645 -2.100 0.1 -0.1 0.2
H 1.567 2.825 -1.040 0.1 0.4 -0.1
H 0.950 5.077 -0.209 -0.1 -0.1 0.0
H -0.743 4.626 -0.047 0.2 -0.1 -0.1
H 0.489 3.865 0.964 0.0 0.1 -0.1
C -2.956 -1.711 2.338 -0.4 -0.7 0.2
C -2.350 -0.304 2.143 -0.7 0.4 0.0
P -0.555 -0.008 1.769 0.4 -0.1 1.0
C -0.338 1.807 2.345 -0.5 -1.3 -1.4
C -0.697 2.117 3.758 0.1 0.4 0.6
C 0.271 -0.947 3.155 -0.2 0.1 -1.2
C -0.273 -1.064 4.551 0.3 -0.1 0.8
H -3.186 -2.240 1.381 0.2 0.5 0.7
H -3.932 -1.607 2.879 0.7 0.0 -0.5
H -2.365 -2.415 2.968 -0.2 0.6 -0.5
H -2.913 0.172 1.305 0.4 -0.1 0.8
H -2.572 0.260 3.071 0.0 -0.1 -0.6
H 0.678 2.090 2.053 -0.1 -0.1 0.2
H -1.010 2.371 1.702 0.1 0.0 -0.1
H 0.072 1.798 4.448 0.1 -0.2 0.2
H -0.775 3.198 3.871 -0.1 0.1 0.1
H -1.649 1.671 4.048 0.1 0.1 0.1
H 0.280 -1.948 2.711 0.3 -0.2 0.1
H 1.303 -0.561 3.137 -0.1 -0.3 0.2
H -1.342 -1.283 4.612 0.2 0.1 -0.1
H 0.268 -1.900 5.006 -0.3 0.1 0.2
H -0.057 -0.191 5.168 -0.2 0.0 -0.1
```
Forces are in eV/Å.

* net charge: +2
* HOMO (spin up / spin down): -13.03 / -13.08 eV
* <S²>: 3.770
* LUMO (spin up / spin down): -7.36 / -7.62 eV
* 2S+1: 4


Record 2
The following is a quantum chemistry calculation of a molecular structure, C50H53N4S2Ti, from the OMol25 dataset.

XYZ file:
```
110
Properties=species:S:1:pos:R:3:forces:R:3
Ti -0.243 0.138 -0.065 0.1 0.9 -0.5
C -0.105 3.618 -2.534 0.0 0.0 0.0
C -0.486 3.252 -1.129 0.1 0.0 -0.1
C -1.833 3.102 -0.789 0.0 0.0 -0.1
C -2.236 2.875 0.515 -0.1 0.0 0.1
C -3.700 2.878 0.862 0.1 0.0 0.0
C -1.239 2.776 1.506 0.0 0.0 -0.1
C 0.115 2.941 1.213 0.0 0.0 0.1
C 1.121 3.163 2.312 0.0 0.0 0.0
C 0.471 3.131 -0.131 0.0 0.2 0.0
H -0.286 4.685 -2.687 0.0 0.0 0.0
H -0.709 3.084 -3.271 0.0 0.0 0.1
H 0.952 3.435 -2.734 0.0 0.0 0.0
H -2.587 3.222 -1.559 0.0 0.0 0.0
H -4.321 2.826 -0.032 0.0 0.0 0.0
H -3.950 3.807 1.380 0.0 0.0 0.0
H -3.989 2.059 1.521 0.0 0.0 0.1
H -1.528 2.722 2.550 0.0 0.1 0.0
H 1.223 4.241 2.463 0.0 0.0 0.0
H 2.109 2.775 2.066 0.0 0.0 0.0
H 0.796 2.739 3.261 0.0 0.0 0.0
H 1.509 3.334 -0.367 0.0 -0.1 0.0
S -4.578 -0.821 5.627 -0.1 -0.2 0.0
C -5.036 0.644 6.349 -0.1 0.0 0.1
C -4.490 1.721 5.718 0.1 0.1 -0.1
C -3.686 1.334 4.621 0.1 0.4 -0.1
C -3.634 -0.024 4.433 0.0 -0.1 0.0
C -2.907 -0.774 3.410 -0.1 0.1 0.1
C -2.233 -0.094 2.385 0.1 -0.1 -0.2
N -1.540 -0.685 1.411 0.1 -0.1 0.3
C -1.474 -2.052 1.413 0.1 0.1 0.1
C -2.096 -2.816 2.395 -0.2 -0.2 0.1
C -1.974 -4.249 2.355 -0.1 0.0 0.2
C -1.264 -4.854 1.386 0.1 -0.2 -0.1
C -0.605 -4.079 0.370 -0.1 -0.3 0.0
C 0.149 -4.658 -0.652 0.0 -0.3 0.0
C 0.775 -3.878 -1.612 0.1 -0.1 -0.2
C 0.625 -2.494 -1.481 -0.1 0.2 0.0
N -0.077 -1.911 -0.512 -0.1 -0.1 0.3
C -0.715 -2.692 0.400 0.1 0.1 0.0
C 1.550 -4.432 -2.721 -0.1 0.0 0.2
C 2.168 -3.762 -3.746 0.1 0.3 -0.2
C 2.836 -4.618 -4.651 0.0 0.2 0.0
C 2.713 -5.928 -4.296 0.0 -0.1 -0.1
S 1.791 -6.125 -2.887 0.0 -0.2 0.2
C -2.822 -2.154 3.390 -0.1 -0.2 0.2
H -5.690 0.642 7.211 0.1 0.0 -0.1
H -4.658 2.744 6.028 0.0 -0.1 0.0
H -3.162 2.056 4.003 -0.1 -0.1 0.1
H -2.263 0.973 2.360 0.0 0.2 0.0
H -2.476 -4.831 3.121 0.1 0.1 -0.1
H -1.181 -5.936 1.351 0.0 0.1 0.0
H 0.232 -5.740 -0.692 0.0 0.1 0.0
H 1.086 -1.846 -2.205 0.0 0.1 0.0
H 2.147 -2.683 -3.868 0.0 -0.1 0.0
H 3.382 -4.285 -5.524 0.0 0.0 0.1
H 3.119 -6.794 -4.803 -0.1 0.1 0.1
H -3.310 -2.743 4.162 0.0 0.0 -0.1
C 5.043 1.748 -2.124 -0.1 0.0 0.0
C 3.955 2.304 -1.196 0.1 0.2 0.2
C 4.198 3.794 -0.929 0.0 0.0 0.0
C 3.862 1.509 0.107 0.1 0.1 -0.2
C 4.925 1.618 1.000 0.1 0.1 0.0
C 4.928 0.972 2.223 0.1 0.0 0.0
C 3.838 0.204 2.596 0.1 0.0 0.1
C 2.755 0.068 1.747 -0.2 -0.1 0.1
C 1.588 -0.787 2.183 0.0 0.1 0.0
C 1.925 -2.273 2.139 0.0 0.0 0.0
C 0.972 -0.375 3.514 0.0 0.0 0.1
C 2.788 0.693 0.498 -0.1 0.0 -0.3
N 1.658 0.502 -0.377 -0.1 -0.3 0.1
C 1.839 0.486 -1.713 0.1 -0.3 0.1
C 0.748 0.452 -2.543 -0.3 0.1 0.0
C 0.624 0.360 -3.932 0.0 0.0 -0.3
C -0.718 0.161 -4.204 0.0 -0.1 -0.2
C -1.418 0.092 -2.984 0.2 0.0 0.1
N -0.546 0.322 -1.963 -0.1 0.0 -0.5
C -2.869 -0.241 -2.806 0.0 0.0 0.0
C -3.721 0.859 -3.465 0.0 0.0 0.0
C -3.140 -1.587 -3.504 0.0 0.0 0.0
C -3.207 -0.366 -1.326 -0.1 0.0 -0.1
H 5.060 2.296 -3.068 0.0 0.0 0.1
H 4.911 0.683 -2.345 0.0 0.0 0.0
H 6.026 1.852 -1.662 0.0 0.0 0.0
H 3.001 2.248 -1.727 0.0 0.2 0.1
H 5.199 3.970 -0.533 0.0 0.0 0.0
H 3.483 4.207 -0.212 0.1 0.0 0.0
H 4.116 4.358 -1.860 0.0 0.0 0.0
H 5.775 2.232 0.726 -0.1 0.0 0.0
H 5.777 1.071 2.889 -0.1 0.0 0.0
H 3.835 -0.290 3.561 0.0 0.0 0.0
H 0.783 -0.621 1.427 0.1 -0.2 0.1
H 2.747 -2.462 2.831 0.0 0.0 0.0
H 2.254 -2.587 1.147 0.0 0.0 0.0
H 1.080 -2.887 2.456 0.0 0.0 0.0
H 1.729 -0.392 4.298 0.0 0.0 0.0
H 0.183 -1.073 3.803 0.0 0.0 0.0
H 0.555 0.632 3.477 0.0 0.0 0.0
H 2.831 0.391 -2.136 0.1 0.0 0.1
H 1.435 0.443 -4.647 -0.1 0.0 0.1
H -1.165 0.052 -5.184 0.1 0.0 0.1
H -3.511 0.936 -4.534 0.0 0.0 0.1
H -3.545 1.838 -3.012 0.0 -0.1 0.0
H -4.778 0.613 -3.350 0.0 0.0 0.0
H -2.972 -1.524 -4.581 0.0 0.0 0.1
H -4.182 -1.870 -3.347 0.0 0.0 0.0
H -2.504 -2.381 -3.102 0.0 0.0 0.0
H -2.950 0.541 -0.774 0.0 0.1 0.1
H -2.709 -1.233 -0.888 0.0 -0.1 0.0
H -4.279 -0.518 -1.193 0.0 0.0 0.0
```
Forces are in eV/Å.

* net charge: +3
* HOMO (spin up / spin down): -15.10 / -15.10 eV
* energy above the lowest of the compared OMol25 structures with the same formula, charge and spin: 0.0 kJ/mol
* LUMO (spin up / spin down): -10.35 / -10.35 eV


Record 3
The following is a quantum chemistry calculation of 2 unconnected molecules or ions with the total composition C7H12O2 in a non-equilibrium geometry, from the OMol25 dataset.

XYZ file:
```
21
Properties=species:S:1:pos:R:3:forces:R:3
C -0.102 -0.292 -0.884 0.3 1.3 0.0
C -0.169 0.424 1.453 1.2 0.6 1.6
C 0.019 -1.747 -0.521 -0.1 0.1 0.2
C 1.038 0.173 -1.762 0.0 -0.1 -0.2
C -1.214 -0.402 2.069 -0.2 -0.1 -0.1
C 0.188 1.349 0.553 -0.8 -1.2 -2.3
C 1.131 1.002 1.560 -0.7 -1.0 0.4
O -1.377 -0.053 -1.425 0.0 0.0 0.0
O -0.299 2.393 -0.146 0.0 0.3 0.2
H -1.458 0.897 -1.585 0.0 -0.1 0.0
H 0.398 3.059 -0.232 -0.1 -0.2 0.0
H 2.106 0.527 1.480 0.0 0.2 0.1
H 0.915 -1.926 0.081 0.0 0.0 0.0
H -0.857 -2.107 0.018 0.0 0.0 0.1
H 0.867 1.179 -2.153 0.0 0.0 0.1
H 1.978 0.178 -1.198 0.0 0.0 0.0
H 0.101 -2.367 -1.426 0.1 0.2 0.0
H 1.177 -0.493 -2.625 0.0 0.0 0.0
H -0.838 -1.387 2.350 0.0 0.1 0.0
H -1.533 0.103 2.987 0.1 0.0 -0.1
H -2.072 -0.506 1.406 0.0 0.0 0.0
```
Forces are in eV/Å.

* HOMO (spin up / spin down): -6.31 / -6.31 eV
* energy above the lowest of the compared OMol25 structures with the same formula, charge and spin: 535.1 kJ/mol
* LUMO (spin up / spin down): 0.65 / 0.65 eV


Record 4
The following is a quantum chemistry calculation of C5H8O2 in the gas phase, from the OMol25 dataset.

XYZ file:
```
15
Properties=species:S:1:pos:R:3:forces:R:3
C -0.984 1.624 0.473 -0.1 -0.1 0.0
C -0.545 0.381 -0.269 -0.2 -0.1 -0.2
C -1.301 -0.514 -0.905 -0.2 0.0 0.0
C 0.872 -0.030 -0.384 0.1 0.1 -0.1
O 1.512 0.368 -1.471 0.1 0.1 0.3
C 1.518 -0.753 0.732 0.2 -0.2 -0.4
O 0.855 0.066 1.574 0.5 0.4 0.5
H -1.835 1.411 1.126 0.1 0.0 -0.1
H -1.288 2.399 -0.241 0.0 -0.2 0.0
H -0.177 2.014 1.096 -0.2 -0.1 -0.2
H -2.358 -0.643 -0.717 -0.2 0.4 -0.3
H -0.837 -1.199 -1.612 -0.1 -0.2 0.4
H 2.268 -0.224 -1.626 0.1 0.4 0.2
H 1.402 -1.850 0.781 -0.2 0.0 0.1
H 2.601 -0.517 0.711 0.1 -0.3 -0.2
```
Forces are in eV/Å.

* HOMO (spin up / spin down): -8.74 / -8.74 eV
* energy above the lowest of the compared OMol25 structures with the same formula, charge and spin: 417.2 kJ/mol
* LUMO (spin up / spin down): 0.34 / 0.34 eV